ORCA calculation (the ωB97M-V functional and the def2-TZVPD basis) on C31H34N12O3S3Sc as an isolated structure.

```
84
Properties=species:S:1:pos:R:3:forces:R:3
Sc 0.55644 -0.43453 0.81872 -0.2 -0.1 0.0
N -7.61304 0.10381 1.91473 0.0 0.0 0.0
C -6.35173 0.47908 1.50129 0.0 0.0 0.0
C -5.25685 0.35652 2.36821 0.0 0.0 0.0
C -3.98944 0.69197 1.94152 0.0 0.0 0.0
C -3.79355 1.14991 0.64339 0.0 0.0 0.0
C -4.86650 1.26973 -0.22873 0.0 0.0 0.0
C -6.13699 0.94032 0.19821 0.0 0.0 0.0
S -2.18046 1.56328 0.10740 0.0 0.1 0.1
O -2.27299 2.22066 -1.16684 0.0 0.0 0.0
O -1.50302 2.25809 1.17424 0.0 0.0 0.0
N -1.38797 0.12938 -0.00450 0.0 0.1 0.1
C -1.78281 -0.82378 -0.89481 0.0 0.1 0.0
N -1.06661 -1.96190 -0.76960 0.1 0.0 0.0
C -1.28212 -2.91390 -1.67475 0.0 0.0 0.0
C -2.22679 -2.77904 -2.67069 0.0 0.0 0.0
C -2.96816 -1.60379 -2.65210 0.0 0.0 0.0
N -2.75828 -0.62511 -1.78439 0.0 -0.1 -0.1
H -7.77873 0.07116 2.90618 0.0 0.0 0.0
H -8.39023 0.46120 1.38543 0.0 0.0 0.0
H -5.41534 0.00141 3.37932 0.0 0.0 0.0
H -3.14469 0.60759 2.61499 0.0 0.0 0.0
H -4.69180 1.62267 -1.23559 0.0 0.0 0.0
H -6.97641 1.03778 -0.47948 0.0 0.0 0.0
H -0.68774 -3.81665 -1.57621 0.0 0.0 0.0
H -2.40219 -3.55463 -3.40025 0.0 0.0 0.0
H -3.76636 -1.44192 -3.36891 0.0 0.0 0.0
N 0.29127 2.62952 3.73315 0.0 0.0 0.0
C 0.67071 1.87175 2.71047 0.0 -0.1 0.0
O 0.32775 0.66807 2.66428 0.0 0.1 0.0
C 1.53718 2.44831 1.63128 0.0 0.0 0.0
C 1.80837 1.38849 0.56690 0.0 0.1 0.0
H -0.37677 2.26583 4.39232 0.0 0.0 0.0
H 0.48428 3.61551 3.73291 0.0 0.0 0.0
H 2.43718 2.85559 2.10638 0.0 0.0 0.0
H 0.98735 3.30295 1.22817 0.0 0.0 0.0
H 2.86104 1.08244 0.56499 0.0 0.0 0.0
H 1.61614 1.80112 -0.42747 0.0 0.0 0.0
N 2.65049 -1.49980 -2.92940 0.1 -0.1 0.0
C 1.89753 -0.54151 -3.58420 0.0 0.0 0.0
C 1.91445 -0.09131 -4.89941 0.0 0.0 0.0
C 1.03455 0.92697 -5.21095 0.0 0.0 0.0
C 0.17000 1.46895 -4.24759 0.0 0.0 0.0
C 0.15660 1.01949 -2.94092 0.0 -0.1 0.0
C 1.04560 -0.00497 -2.61245 -0.1 0.0 0.0
N 1.30926 -0.62377 -1.39069 0.0 0.1 0.0
C 2.28568 -1.45780 -1.62755 0.0 0.0 -0.1
C 2.89292 -2.22517 -0.55804 0.0 0.0 0.0
C 3.91901 -3.10898 -0.62716 0.0 0.0 0.0
S 4.27136 -3.69569 0.93300 0.1 0.0 0.0
C 3.02796 -2.74175 1.57579 -0.1 0.0 0.0
N 2.38226 -2.01467 0.70432 0.0 -0.1 0.0
H 3.53197 -1.85823 -3.25718 0.0 0.0 0.0
H 2.58855 -0.50652 -5.63644 0.0 0.0 0.0
H 1.01298 1.31676 -6.21982 0.0 0.0 0.0
H -0.50660 2.26363 -4.53277 0.0 0.0 0.0
H -0.51709 1.45497 -2.21669 0.0 0.0 0.0
H 4.48318 -3.41920 -1.49057 0.0 0.0 0.0
H 2.79951 -2.76087 2.62998 0.0 0.0 0.0
N -1.63004 -3.27627 1.80242 0.0 0.0 0.0
C -0.82930 -2.99101 2.85005 0.0 0.0 0.0
C -0.98207 -3.70667 4.05912 0.0 0.0 0.0
C -0.16320 -3.42533 5.11444 0.0 0.0 0.0
C 0.80912 -2.42782 4.97701 0.0 0.0 0.0
C 0.87891 -1.77039 3.77966 0.0 0.0 -0.1
N 0.09391 -2.02660 2.70872 0.0 0.0 0.0
H -2.35388 -3.96332 1.89651 0.0 0.0 0.0
H -1.50401 -2.80157 0.91993 0.0 0.0 0.0
H -1.74604 -4.46965 4.12548 0.0 0.0 0.0
H -0.26969 -3.96810 6.04471 0.0 0.0 0.0
H 1.47417 -2.16336 5.78562 0.0 0.0 0.0
H 1.59982 -0.97369 3.64999 0.0 0.0 0.0
S 5.11891 0.30550 -1.37715 0.0 0.0 0.0
C 4.56930 1.86365 -1.62205 0.0 0.0 0.0
N 4.97797 2.95149 -0.93202 0.0 0.0 0.0
C 4.47666 4.18277 -1.53738 0.0 0.0 0.0
C 3.24936 3.65336 -2.28485 0.0 -0.1 0.0
N 3.65089 2.27004 -2.52487 0.0 0.0 0.0
H 5.83600 2.89814 -0.41069 0.0 0.0 0.0
H 5.20996 4.60158 -2.23155 0.0 0.0 0.0
H 4.22474 4.92888 -0.78808 0.0 0.0 0.0
H 3.05645 4.18465 -3.21327 0.0 0.0 0.0
H 2.35646 3.68962 -1.65421 0.0 0.0 0.0
H 3.03523 1.59466 -2.94895 0.0 0.0 0.0
```
Positions in Å, forces in eV/Å.

* E_tot: -109930.9123 eV
* net charge: +1
* ΔE to the lowest compared entry with this formula, charge and spin: 3.2 kcal/mol
* highest occupied orbital energy: -0.36896 Ha
* LUMO level: -2.29 eV